[1]
Entry from the Open Molecules 2025 dataset: a cluster of 2 separate species, C5H10NOS in total in a non-equilibrium geometry (wB97M-V/def2-TZVPD).

Values from the calculation:
Charge: +1
Energy above the lowest of the compared OMol25 structures with the same formula, charge and spin in eV: 3.056
HOMO level in Eh: -0.447
2S+1: 1

Geometry (Å):
C (-1.75444, -0.43420, -0.38150)
C (-2.98975, 0.03928, -0.13244)
C (-1.32892, -1.72513, 0.34250)
C (1.88834, 0.95046, -0.19286)
C (-0.34250, 1.33089, 0.61313)
N (0.66238, 1.56074, -0.18738)
O (-1.08523, -0.13355, -1.57980)
S (-4.40306, 0.43770, 0.25576)
H (-0.95098, -1.48305, 1.41241)
H (-0.55991, -2.14928, -0.32597)
H (-2.17194, -2.53613, 0.34993)
H (1.81987, 0.01059, 0.45965)
H (2.20907, 0.45122, -1.10100)
H (2.66602, 1.64087, 0.18271)
H (-0.18098, 0.78941, 1.52713)
H (-0.99668, 2.19050, 0.70061)
H (0.64115, 2.37329, -0.90121)
H (-1.13780, -0.95012, -2.12041)



[2]
Entry from the Open Molecules 2025 dataset: the molecule C17H15N5O3 in a non-equilibrium geometry (wB97M-V/def2-TZVPD).

Values from the calculation:
SMILES string: COC(=O)c1cc(-c2ccc3[nH]c(-c4nc(C)no4)cc3c2)n(C)n1
Energy above the lowest of the compared OMol25 structures with the same formula, charge and spin in eV: 3.346
HOMO level in Eh: -0.309
2S+1: 1

Geometry (Å):
O (2.13694, 0.49824, 6.35731)
N (-2.29831, -1.77805, -4.91977)
N (1.74467, 2.10201, 3.91240)
N (-3.87216, -0.82258, -6.30920)
O (-3.48406, 0.06622, -5.25591)
O (-0.03662, -0.47096, 6.09617)
C (1.05324, 0.42349, 5.74696)
C (-2.54458, -0.54381, -4.45889)
C (0.99914, 1.09265, 4.41897)
C (-3.19091, -1.92135, -6.03252)
C (0.20078, 0.55257, 3.28421)
C (-1.12820, -0.57513, -2.28166)
C (-1.87506, 0.08191, -3.26880)
C (0.33808, 1.40544, 2.26427)
C (-1.08906, 2.52237, 0.63505)
C (-0.43713, 0.12872, 0.11745)
C (-1.75404, 2.65056, -0.61713)
C (-0.41127, 1.36434, 0.97913)
C (-0.93852, 0.38442, -1.20507)
C (-1.60090, 1.58545, -1.52435)
N (-2.14692, 1.34340, -2.74797)
N (1.43572, 2.16789, 2.58789)
C (-0.33201, -0.39291, 7.51493)
C (-3.21110, -3.28604, -6.74171)
C (2.03066, 3.09694, 1.63164)
H (-0.65846, -0.04873, 3.38473)
H (-0.74642, -1.60031, -2.46439)
H (-1.17399, 3.35807, 1.42035)
H (0.02359, -0.89894, 0.40457)
H (-2.12641, 3.63999, -0.89465)
H (-2.78183, 1.98480, -3.27869)
H (0.35880, 0.12093, 8.20478)
H (-0.64413, -1.37518, 7.96746)
H (-1.26860, 0.18807, 7.61688)
H (-2.33293, -3.26690, -7.41307)
H (-4.05353, -3.37515, -7.43774)
H (-3.10133, -4.18505, -6.09693)
H (2.99684, 3.33959, 1.97746)
H (1.45944, 4.00352, 1.52250)
H (2.08221, 2.63808, 0.68113)



[3]
Entry from the Open Molecules 2025 dataset: the molecule C4H7BrF2 in a non-equilibrium geometry (wB97M-V/def2-TZVPD).

Values from the calculation:
SMILES string: CC(C)(Br)C(F)F
Energy above the lowest of the compared OMol25 structures with the same formula, charge and spin in eV: 0.000
HOMO level in Eh: -0.379
2S+1: 1

Geometry (Å):
C (-0.00179, 0.22039, -1.24538)
C (-0.00226, 0.29908, 1.16660)
C (-1.08018, -1.66348, -0.10355)
C (-0.79232, -0.14000, -0.02048)
F (-1.85458, -2.03972, 0.93372)
F (-1.76038, -2.18222, -1.16686)
Br (-2.63647, 0.80659, 0.09411)
H (-0.27779, 1.20486, -1.68562)
H (-0.06564, -0.51588, -2.10690)
H (1.03614, 0.33602, -0.96010)
H (-0.37170, -0.11739, 2.12313)
H (0.96001, -0.10274, 0.96699)
H (0.06108, 1.32306, 1.14376)
H (-0.23884, -2.28326, 0.06428)



[4]
Entry from the Open Molecules 2025 dataset: the molecule CH3F2OP in a non-equilibrium geometry (wB97M-V/def2-TZVPD).

Values from the calculation:
SMILES string: FC(F)OP
Energy above the lowest of the compared OMol25 structures with the same formula, charge and spin in eV: 3.111
HOMO level in Eh: -0.356
2S+1: 1

Geometry (Å):
C (0.98703, 0.48330, -0.26317)
O (-0.50684, 0.42859, -0.45673)
F (1.24295, 0.96081, 0.97543)
F (1.41910, -0.79349, -0.25636)
P (-1.26046, -0.43518, 0.79253)
H (1.38543, 1.23458, -0.91570)
H (-2.36954, -0.09475, -0.00406)
H (-0.89768, -1.78385, 0.12807)



Number 1: energy -724.32412 hartree. Number 2: energy -1156.18977 hartree. Number 3: energy -2930.34001 hartree. Number 4: energy -656.18834 hartree.